Formula: C7H15N2O7S2
Source: the OMol25 dataset
Level of theory: ωB97M-V/def2-TZVPD

Computed properties:
* calculated total energy: -1708.35702 Eh
* orbital gap: 8.4 eV
* relative energy (zero: lowest compared OMol25 entry of this formula, charge and spin): 11.2 kJ/mol
* E_HOMO: -5.44 eV
* net charge: -1

Geometry (Å):
C1 -1.692 1.001 -2.574
S1 -0.145 1.361 -1.743
O1 0.435 2.495 -2.428
O2 0.652 0.149 -1.808
N1 -0.714 1.684 -0.282
S2 0.336 2.046 0.878
O3 1.250 0.974 1.215
O4 0.950 3.349 0.724
C2 -0.840 2.192 2.230
C3 -1.042 0.891 3.020
C4 -0.859 1.067 4.517
N2 -2.005 1.759 5.139
H1 -1.794 1.724 -3.377
H2 -2.520 1.079 -1.876
H3 -1.642 -0.018 -2.949
H4 -0.507 3.025 2.849
H5 -1.772 2.481 1.748
H6 -0.332 0.141 2.674
H7 -2.051 0.510 2.853
H8 -0.803 0.077 4.978
H9 0.095 1.560 4.739
H10 -1.989 2.742 4.890
H11 -1.873 1.739 6.143
C5 2.491 -2.617 -3.157
C6 1.941 -3.653 -2.201
O5 0.865 -4.224 -2.957
C7 1.114 -4.023 -4.271
O6 0.502 -4.529 -5.157
O7 2.156 -3.183 -4.437
H12 3.566 -2.479 -3.079
H13 1.993 -1.652 -3.046
H14 2.662 -4.444 -1.978
H15 1.571 -3.224 -1.274

***

Formula: C7H15N2PS
Source: the OMol25 dataset
Level of theory: ωB97M-V/def2-TZVPD

Computed properties:
* calculated total energy: -1124.79075 Eh
* orbital gap: 9.3 eV
* relative energy (zero: lowest compared OMol25 entry of this formula, charge and spin): 0.0 kJ/mol
* E_HOMO: -8.68 eV
* SMILES: NP(N)(=S)[C@]12CC[C@H](CC1)C2

Geometry (Å):
N1 -0.877 0.837 -2.892
P1 -0.414 1.649 -1.282
N2 1.145 2.093 -1.638
S1 -1.489 3.250 -0.985
C1 -0.140 0.330 -0.015
C2 -1.486 -0.268 0.335
C3 -1.053 -1.625 1.019
C4 0.429 -1.479 1.143
C5 0.881 -0.275 2.041
C6 0.426 0.978 1.300
C7 0.783 -0.811 -0.223
H1 -1.847 0.764 -2.890
H2 -0.392 0.007 -3.103
H3 1.356 2.693 -2.394
H4 1.698 1.272 -1.646
H5 -2.022 -0.464 -0.605
H6 -2.235 0.416 0.841
H7 -1.449 -1.771 2.065
H8 -1.445 -2.463 0.500
H9 1.150 -2.357 1.306
H10 1.910 -0.195 2.436
H11 0.340 -0.260 2.979
H12 -0.165 1.758 1.816
H13 1.272 1.436 0.857
H14 1.883 -0.718 -0.375
H15 0.496 -1.294 -1.137

***

Formula: C7H15N2S
Source: the OMol25 dataset
Level of theory: ωB97M-V/def2-TZVPD

Computed properties:
* calculated total energy: -782.92570 Eh
* orbital gap (alpha / beta): 8.3 / 6.4 eV
* relative energy (zero: lowest compared OMol25 entry of this formula, charge and spin): 728.0 kJ/mol
* E_HOMO (alpha / beta): -12.49 / -11.51 eV
* net charge: +1

Geometry (Å):
C1 0.914 0.014 1.571
C2 1.977 0.421 0.757
C3 0.482 0.689 -0.953
C4 -1.253 -2.211 1.490
C5 2.486 1.476 -1.474
C6 -2.146 0.378 -2.259
C7 -1.298 -0.743 1.955
N1 -0.360 0.158 1.391
N2 1.828 0.375 -0.705
S1 -0.508 -0.342 -1.924
H1 1.035 -0.361 2.570
H2 2.951 0.752 0.919
H3 -0.034 1.242 -0.286
H4 -1.553 -2.209 0.371
H5 -0.191 -2.361 1.634
H6 -1.962 -2.745 2.015
H7 3.556 1.406 -1.430
H8 2.149 1.703 -2.467
H9 2.401 2.520 -0.977
H10 -2.805 -0.438 -2.683
H11 -2.014 1.162 -2.846
H12 -2.629 0.519 -1.248
H13 -2.321 -0.215 1.644
H14 -1.077 -0.527 3.022
H15 1.970 -0.531 -1.066

***

Formula: C7H15N3
Source: the OMol25 dataset
Level of theory: ωB97M-V/def2-TZVPD

Computed properties:
* calculated total energy: -439.76854 Eh
* orbital gap: 8.6 eV
* relative energy (zero: lowest compared OMol25 entry of this formula, charge and spin): 520.0 kJ/mol
* E_HOMO: -7.70 eV

Geometry (Å):
C1 0.228 0.734 -0.861
C2 -1.060 0.858 -1.659
C3 1.293 0.130 -1.753
C4 0.552 2.088 -0.263
N1 -0.214 -0.927 1.193
C5 0.989 -0.283 0.873
N2 -0.336 -1.780 2.306
C6 -2.362 -1.309 0.447
C7 2.060 -0.472 1.642
N3 -1.192 -0.798 0.317
H1 -0.570 -2.721 2.000
H2 -1.092 -1.452 2.902
H3 -0.891 1.579 -2.463
H4 -1.883 1.241 -1.059
H5 -1.347 -0.075 -2.139
H6 1.280 0.635 -2.727
H7 2.283 0.234 -1.325
H8 1.087 -0.925 -1.929
H9 1.573 2.131 0.100
H10 0.422 2.867 -1.025
H11 -0.130 2.315 0.556
H12 -3.078 -1.010 -0.304
H13 -2.645 -1.972 1.258
H14 2.983 0.038 1.405
H15 2.047 -1.127 2.507

***

Formula: C7H15N3
Source: the OMol25 dataset
Level of theory: ωB97M-V/def2-TZVPD

Computed properties:
* calculated total energy: -439.20097 Eh
* orbital gap: 10.3 eV
* relative energy (zero: lowest compared OMol25 entry of this formula, charge and spin): 583.6 kJ/mol
* E_HOMO: -18.37 eV
* net charge: +2

Geometry (Å):
C1 1.451 0.205 2.576
C2 0.461 0.130 1.905
C3 0.056 0.848 -0.695
C4 1.934 2.242 -1.423
C5 -2.243 -1.464 0.225
C6 0.200 -2.002 0.008
C7 -0.619 0.004 1.032
N1 -0.794 1.011 -1.630
N2 1.214 1.279 -0.582
N3 -0.936 -1.355 0.713
H1 2.171 0.138 3.296
H2 2.949 1.848 -1.417
H3 2.147 3.128 -0.850
H4 1.594 2.256 -2.450
H5 -2.252 -1.484 -0.908
H6 -2.679 -2.505 0.332
H7 -2.843 -0.667 0.780
H8 1.090 -1.364 0.238
H9 0.342 -2.989 0.457
H10 0.024 -1.972 -1.063
H11 -1.476 0.759 1.129
H12 -1.646 0.525 -1.574
H13 -0.796 1.875 -2.133
H14 1.547 1.363 0.390
H15 -0.895 -1.808 1.645

***

Formula: C7H15N5O
Source: the OMol25 dataset
Level of theory: ωB97M-V/def2-TZVPD

Computed properties:
* calculated total energy: -624.07149 Eh
* orbital gap: 8.5 eV
* relative energy (zero: lowest compared OMol25 entry of this formula, charge and spin): 0.0 kJ/mol
* E_HOMO: -14.38 eV
* net charge: +2

Geometry (Å):
C1 -1.414 -2.500 1.100
C2 -1.543 -0.556 0.202
C3 -2.819 -1.071 0.197
C4 -3.271 0.835 -1.016
C5 -2.011 1.012 -0.752
C6 0.773 -1.219 1.029
C7 1.211 -0.163 0.017
N1 -2.746 -2.247 0.837
N2 -0.676 -1.449 0.775
N3 -3.772 -0.400 -0.498
N4 3.832 2.455 -0.490
N5 2.650 0.028 -0.086
O1 -1.116 1.932 -0.838
H1 -1.076 -3.360 1.651
H2 -3.945 1.315 -1.627
H3 4.647 2.484 0.178
H4 1.151 -2.219 0.965
H5 1.076 -0.945 2.137
H6 1.045 -0.681 -1.001
H7 0.635 0.812 0.164
H8 -4.771 -0.642 -0.556
H9 4.154 2.519 -1.417
H10 3.402 3.298 -0.129
H11 -3.437 -2.919 0.744
H12 2.998 -0.686 -0.652
H13 3.227 0.094 0.703
H14 3.324 1.450 -0.498
H15 -1.529 2.819 -1.138

***

- Among the records above, which one has the highest relative energy (zero: lowest compared OMol25 entry of this formula, charge and spin)?
  C7H15N2S